# 1
{"formula": "C6H6O", "method": "ωB97M-V/def2-TZVPD", "e_lumo_ev": 0.8, "e_above_lowest_kcal_mol": 119.1, "smiles": "C#CC1=CC1.C=O", "orbital_gap_ha": 0.36369, "elements": ["C", "C", "C", "C", "C", "H", "H", "H", "H", "C", "O", "H", "H"], "coordinates": [[-2.328, 1.076, -0.892], [-1.576, 0.504, -0.143], [-0.703, -0.162, 0.737], [0.482, -0.605, 1.030], [-0.572, -0.865, 2.061], [-3.004, 1.585, -1.545], [1.517, -0.720, 0.737], [-0.982, -1.872, 2.174], [-0.587, -0.277, 2.982], [1.930, 0.337, -1.790], [2.757, -0.205, -1.098], [2.207, 0.835, -2.738], [0.858, 0.367, -1.516]], "mulliken_charge": [0.002, -0.148, 0.103, -0.549, -0.535, 0.409, 0.384, 0.189, 0.190, 0.148, -0.407, 0.272, -0.057]}

***

# 2
{"formula": "C6H6O", "method": "ωB97M-V/def2-TZVPD", "e_lumo_ev": 0.3, "e_above_lowest_kcal_mol": 104.0, "smiles": "CC1=C2C(=O)[C@@]12C", "orbital_gap_ha": 0.32394, "elements": ["C", "C", "C", "C", "O", "C", "C", "H", "H", "H", "H", "H", "H"], "coordinates": [[1.134, -1.542, 0.809], [0.100, -0.798, 0.150], [-0.855, -1.055, -0.786], [-1.828, -0.047, -0.364], [-2.998, 0.078, -0.492], [-0.483, 0.481, 0.075], [0.063, 1.756, -0.506], [1.481, -0.943, 1.650], [1.986, -1.654, 0.250], [0.883, -2.549, 1.166], [0.287, 2.509, 0.201], [-0.694, 2.295, -1.099], [0.925, 1.470, -1.054]], "mulliken_charge": [-1.186, 0.912, -1.005, 0.703, -0.506, 0.348, -1.308, 0.341, 0.332, 0.304, 0.344, 0.344, 0.378]}

***

# 3
{"formula": "C6H6O", "method": "ωB97M-V/def2-TZVPD", "e_lumo_ev": 0.3, "e_above_lowest_kcal_mol": 123.9, "smiles": "C#CC[C@H](O)C#C", "orbital_gap_ha": 0.37925, "elements": ["C", "C", "C", "C", "O", "C", "C", "H", "H", "H", "H", "H", "H"], "coordinates": [[-2.187, 1.395, -0.877], [-1.462, 0.439, -0.790], [-0.582, -0.707, -0.602], [0.410, -0.448, 0.525], [-0.141, -0.024, 1.728], [1.479, 0.540, 0.046], [2.611, 0.108, 0.134], [-2.850, 2.223, -0.986], [-1.162, -1.598, -0.345], [-0.010, -0.918, -1.514], [0.889, -1.409, 0.753], [-0.464, 0.873, 1.567], [3.470, -0.472, 0.360]], "mulliken_charge": [0.196, -0.583, -0.557, 0.064, -0.518, -0.562, -0.093, 0.397, 0.291, 0.291, 0.329, 0.383, 0.362]}

***

# 4
{"formula": "C6H6O", "method": "ωB97M-V/def2-TZVPD", "e_lumo_ev": 0.0, "e_above_lowest_kcal_mol": 148.6, "orbital_gap_ha": 0.32722, "elements": ["C", "C", "C", "C", "C", "O", "C", "H", "H", "H", "H", "H", "H"], "coordinates": [[1.552, 0.087, 1.467], [1.563, -0.228, 0.236], [0.564, -0.198, -0.714], [-0.082, 1.054, -0.573], [-1.067, 0.729, 0.401], [-1.505, -0.591, 0.244], [-0.526, -1.265, -0.590], [2.141, 0.059, 2.374], [0.457, 1.999, -0.554], [-0.007, 0.656, 1.392], [-1.861, 1.375, 0.780], [-1.004, -1.532, -1.545], [-0.174, -2.172, -0.083]], "mulliken_charge": [-0.558, -0.216, 0.287, -0.292, -0.252, -0.348, -0.433, 0.357, 0.367, 0.098, 0.416, 0.278, 0.297]}

***

# 5
{"formula": "C6H6O", "method": "ωB97M-V/def2-TZVPD", "e_lumo_ev": -0.5, "e_above_lowest_kcal_mol": 136.0, "smiles": "C=C1C#C[C@@H](O)C1", "orbital_gap_ha": 0.33689, "elements": ["C", "C", "C", "C", "C", "O", "C", "H", "H", "H", "H", "H", "H"], "coordinates": [[-0.209, 1.862, -1.191], [0.114, 0.743, -0.612], [1.605, 0.858, 0.334], [1.404, -0.286, 0.740], [0.326, -1.253, 0.708], [-0.285, -1.444, 1.915], [-0.550, -0.584, -0.398], [-1.125, 1.997, -1.723], [0.465, 2.685, -1.110], [0.606, -2.224, 0.368], [-0.369, -0.563, 2.290], [-1.594, -0.506, -0.092], [-0.491, -1.219, -1.279]], "mulliken_charge": [-0.795, 0.683, -0.492, -0.225, 0.107, -0.566, -0.672, 0.297, 0.332, 0.374, 0.389, 0.301, 0.269]}

***

# 6
{"formula": "C6H6O", "method": "ωB97M-V/def2-TZVPD", "e_lumo_ev": 0.9, "e_above_lowest_kcal_mol": 26.9, "smiles": "Oc1ccccc1", "orbital_gap_ha": 0.35858, "elements": ["O", "C", "C", "C", "C", "C", "C", "H", "H", "H", "H", "H", "H"], "coordinates": [[1.714, -1.142, -0.990], [0.618, -0.434, -0.442], [0.958, 0.803, 0.136], [-0.068, 1.595, 0.638], [-1.237, 0.865, 0.890], [-1.614, -0.479, 0.423], [-0.641, -1.019, -0.334], [1.585, -0.933, -1.968], [2.015, 0.994, 0.183], [0.094, 2.665, 0.647], [-2.142, 1.256, 1.313], [-2.557, -0.864, 0.696], [-0.798, -1.965, -0.827]], "mulliken_charge": [-0.501, 0.084, -0.098, -0.631, -0.231, -0.656, -0.199, 0.348, 0.415, 0.368, 0.282, 0.450, 0.369]}

***

# 7
{"formula": "C6H6O", "method": "ωB97M-V/def2-TZVPD", "e_lumo_ev": 0.6, "e_above_lowest_kcal_mol": 153.6, "orbital_gap_ha": 0.35132, "elements": ["C", "C", "C", "C", "C", "O", "C", "H", "H", "H", "H", "H", "H"], "coordinates": [[0.707, 2.425, -0.666], [0.265, 1.318, -0.491], [-0.305, 0.002, -0.301], [-1.470, -0.606, 1.247], [-0.053, -0.689, 1.130], [0.523, -1.840, 0.518], [0.411, -1.276, -0.786], [1.095, 3.408, -0.822], [-1.372, -0.015, -0.581], [-1.648, 0.411, 1.652], [0.652, -0.167, 1.785], [1.391, -1.075, -1.233], [-0.195, -1.895, -1.454]], "mulliken_charge": [0.216, -1.035, 0.300, -0.836, 0.249, -0.425, -0.483, 0.441, 0.310, 0.241, 0.467, 0.314, 0.242]}

***

# 8
{"formula": "C6H6O", "method": "ωB97M-V/def2-TZVPD", "e_lumo_ev": [0.6, -1.1], "e_above_lowest_kcal_mol": 121.3, "orbital_gap_ha": [0.35185, 0.19712], "elements": ["C", "C", "C", "C", "C", "O", "C", "H", "H", "H", "H", "H", "H"], "coordinates": [[2.318, -1.092, 0.447], [1.690, 0.064, 0.704], [0.381, 0.230, 0.077], [-0.448, 1.317, 0.167], [-1.818, 0.959, -0.266], [-1.718, -0.438, -0.628], [-0.460, -0.773, -0.491], [3.302, -1.325, 0.857], [-0.174, 2.264, 0.620], [-2.551, 1.013, 0.545], [-2.207, 1.494, -1.137], [-0.231, -1.809, -0.712], [1.916, -1.904, -0.183]], "mulliken_charge": [-0.604, -0.181, 0.936, -0.533, -0.326, -0.361, -0.558, 0.267, 0.415, 0.236, 0.240, 0.325, 0.144]}